i) A cluster of 2 separate species, C2H8N3P in total, computed with the ωB97M-V functional and the def2-TZVPD basis.

As for the HOMO-LUMO gap: 0.2478 Ha. The value obtained for the HOMO energy is -6.4 eV.

```
14
Properties=species:S:1:pos:R:3:lowdin_charge:R:1
C -2.435 1.030 -0.243 -0.10
C -1.231 0.489 0.507 -0.24
N 1.083 0.271 -0.026 -0.03
N 3.517 -1.678 0.249 -0.45
N -0.076 0.331 -0.394 -0.25
P 2.328 -1.947 -0.841 0.50
H -2.740 0.332 -1.020 0.07
H -3.267 1.162 0.442 0.07
H -2.209 1.994 -0.695 0.07
H -0.923 1.155 1.316 0.11
H -1.464 -0.490 0.940 0.11
H 3.301 -1.333 1.170 0.00
H 4.482 -1.537 -0.021 0.00
H -0.366 0.222 -1.386 0.13
```

***

ii) An isolated molecule of C2H8N3P, computed with the ωB97M-V functional and the def2-TZVPD basis.

As for the SMILES: [H]/N=P/NNCC. As for the HOMO-LUMO gap: 0.3517 Ha. The value obtained for the HOMO energy is -9.1 eV.

```
14
Properties=species:S:1:pos:R:3:lowdin_charge:R:1
C 2.340 -0.389 -0.146 -0.11
C 0.917 -0.064 0.403 -0.29
N -3.492 0.169 0.590 -0.33
N 0.071 0.613 -0.645 -0.14
N -1.285 0.692 -0.279 -0.36
P -2.324 -0.586 -0.182 0.75
H 3.054 -0.867 0.375 0.01
H 2.136 -0.917 -1.048 0.04
H 2.908 0.630 -0.449 0.12
H 0.403 -1.075 0.761 0.10
H 1.049 0.530 1.381 0.12
H -4.335 -0.389 0.571 -0.08
H 0.028 0.107 -1.539 0.09
H -1.468 1.545 0.206 0.07
```

***

Which of them is most stable? Easy: ii).

***

i) A cluster of 2 separate species, C3H8N2 in total, computed with the ωB97M-V functional and the def2-TZVPD basis.

As for the SMILES: C=CN.C=N. As for the HOMO-LUMO gap: 0.3428 Ha. The value obtained for the HOMO energy is -8.2 eV.

```
13
Properties=species:S:1:pos:R:3:lowdin_charge:R:1
C 2.834 2.641 -0.405 -0.15
N 2.344 1.467 -0.348 0.01
H 3.611 3.029 0.251 0.06
H 2.610 3.208 -1.307 0.05
H 2.722 1.069 0.518 0.03
C -2.543 -1.086 1.176 -0.04
C -1.685 -1.002 0.139 -0.33
N -1.032 -2.020 -0.528 0.03
H -3.143 -1.966 1.342 0.04
H -2.602 -0.160 1.721 0.03
H -1.394 0.017 -0.107 0.09
H -1.422 -2.918 -0.260 0.08
H -0.944 -2.007 -1.544 0.09
```

***

ii) An isolated molecule of C3H8N2, computed with the ωB97M-V functional and the def2-TZVPD basis.

As for the SMILES: NC[C@@H]1CN1. As for the HOMO-LUMO gap: 0.3918 Ha. The value obtained for the HOMO energy is -9.5 eV.

```
13
Properties=species:S:1:pos:R:3:lowdin_charge:R:1
C -0.833 -0.549 -0.279 -0.32
C 0.410 -0.129 0.403 -0.36
C 1.336 0.820 -0.232 -0.16
H -2.699 0.046 -0.480 0.07
H -2.129 0.322 0.993 0.09
H -1.070 -1.651 -0.076 0.13
H -0.617 -0.530 -1.346 0.11
H 0.406 -0.095 1.483 0.13
H 1.148 1.233 -1.227 0.10
H 1.840 1.520 0.456 0.11
H 2.392 -0.789 0.523 0.09
N -1.862 0.415 -0.020 -0.01
N 1.678 -0.613 -0.198 0.01
```

***

iii) A structure of composition C3H8N2, computed with the ωB97M-V functional and the def2-TZVPD basis.

As for the HOMO-LUMO gap: 0.3376 Ha. The value obtained for the HOMO energy is -8.0 eV.

```
13
Properties=species:S:1:pos:R:3:lowdin_charge:R:1
C 0.360 0.078 0.457 -0.48
C -1.516 -0.834 -0.117 -0.07
C 1.327 1.028 -0.227 -0.07
N 0.281 -1.212 -0.204 0.02
N -1.038 0.441 0.141 -0.07
H 0.389 -1.971 0.465 0.05
H -1.175 1.116 -0.602 0.11
H 0.533 0.027 1.541 0.13
H -2.202 -0.945 -0.957 0.10
H -1.701 -1.504 0.712 0.08
H 2.351 0.703 -0.024 0.07
H 1.184 1.016 -1.311 0.08
H 1.206 2.058 0.126 0.07
```

***

Which of them is most stable? Easy: ii).

***

i) An isolated molecule of C3H6N2, computed with the ωB97M-V functional and the def2-TZVPD basis.

As for the SMILES: C=NN1CC1. As for the HOMO-LUMO gap: 0.3713 Ha. The value obtained for the HOMO energy is -9.0 eV.

```
11
Properties=species:S:1:pos:R:3:lowdin_charge:R:1
C -2.024 -0.042 -0.118 -0.01
C 1.222 0.820 0.019 -0.13
C 1.332 -0.695 0.032 -0.20
H -3.143 0.163 0.296 0.11
H -1.883 -0.027 -1.249 0.07
H 1.052 1.139 1.137 0.14
H 1.636 1.221 -0.815 0.06
H 1.262 -0.932 1.194 0.13
H 2.145 -1.247 -0.552 0.12
N -0.824 -0.046 0.483 -0.05
N 0.217 -0.070 -0.427 -0.25
```

***

ii) An isolated molecule of C3H6N2, computed with the ωB97M-V functional and the def2-TZVPD basis.

As for the SMILES: [H]/N=C(\N)C=C. As for the HOMO-LUMO gap: 0.3647 Ha. The value obtained for the HOMO energy is -8.9 eV.

```
11
Properties=species:S:1:pos:R:3:lowdin_charge:R:1
C 0.543 0.186 -0.066 -0.55
C -0.769 -0.534 -0.071 -0.13
C -1.955 0.097 0.006 0.02
H 1.582 -1.576 0.006 0.09
H 2.555 -0.160 0.236 0.10
H 1.437 1.929 -0.122 0.05
H -0.685 -1.612 -0.197 0.09
H -2.886 -0.424 0.014 0.04
H -1.972 1.193 0.246 0.08
N 1.658 -0.572 0.004 0.11
N 0.492 1.474 -0.055 0.08
```

***

iii) An isolated molecule of C3H6N2, computed with the ωB97M-V functional and the def2-TZVPD basis.

As for the SMILES: [H]/N=C(\N)C=C. As for the HOMO-LUMO gap: 0.3756 Ha. The value obtained for the HOMO energy is -9.4 eV.

```
11
Properties=species:S:1:pos:R:3:lowdin_charge:R:1
C 0.487 0.139 -0.022 -0.60
C -0.751 -0.646 -0.045 -0.19
C -1.959 -0.078 0.036 -0.01
H 1.538 -1.691 0.477 0.17
H 2.548 -0.230 0.254 0.11
H 1.251 1.752 0.172 0.06
H -0.673 -1.727 -0.269 0.09
H -2.940 -0.697 -0.021 0.08
H -1.946 1.049 0.433 0.10
N 1.619 -0.659 -0.048 0.06
N 0.317 1.381 -0.075 0.11
```

***

iv) An isolated molecule of C3H6N2, computed with the ωB97M-V functional and the def2-TZVPD basis.

As for the SMILES: C=C/C=N/N. As for the HOMO-LUMO gap: 0.3425 Ha. The value obtained for the HOMO energy is -8.5 eV.

```
11
Properties=species:S:1:pos:R:3:lowdin_charge:R:1
C 0.142 0.036 0.158 -0.23
C -1.140 -0.609 0.105 -0.19
C -2.198 0.162 -0.130 -0.01
H 2.422 0.842 0.624 0.11
H 3.247 -0.458 -0.108 0.09
H 0.234 1.143 0.099 0.12
H -1.041 -1.710 0.025 0.12
H -3.204 -0.193 -0.279 0.04
H -2.069 1.293 -0.228 0.08
N 2.380 0.124 -0.186 -0.06
N 1.227 -0.630 -0.081 -0.07
```

***

Which of them is most stable? Easy: ii).

***

i) An isolated molecule of C3H6N2, computed with the ωB97M-V functional and the def2-TZVPD basis.

As for the SMILES: C1=NCCN1. As for the HOMO-LUMO gap: 0.3388 Ha. The value obtained for the HOMO energy is -8.3 eV.

```
11
Properties=species:S:1:pos:R:3:lowdin_charge:R:1
C -0.615 0.595 -0.008 -0.31
C 0.364 0.467 -0.941 -0.30
C 0.620 -1.161 0.549 -0.24
H -0.336 1.459 0.485 0.08
H -1.678 0.919 -0.419 0.16
H 1.258 1.265 -0.903 0.15
H -0.134 0.344 -2.062 0.16
H 0.762 -2.177 1.199 0.16
H -0.829 -0.356 1.857 0.13
N 1.117 -0.819 -0.662 0.02
N -0.530 -0.536 0.905 0.00
```

***

ii) An isolated molecule of C3H6N2, computed with the ωB97M-V functional and the def2-TZVPD basis.

As for the HOMO-LUMO gap (alpha / beta): 0.3080 / 0.3080 Ha. The value obtained for the HOMO energy (alpha / beta) is -7.6 / -7.6 eV.

```
11
Properties=species:S:1:pos:R:3:lowdin_charge:R:1
C 0.746 1.127 0.004 -0.08
C 1.196 -0.427 0.022 -0.07
C -0.186 0.029 0.299 -0.26
N -2.689 0.426 -0.086 -0.04
N -1.521 -0.240 0.199 -0.13
H 1.075 1.713 0.840 0.08
H 0.999 1.732 -0.919 0.11
H 1.336 -0.929 -0.868 0.06
H 1.967 -0.735 0.800 0.11
H -3.540 -0.226 -0.111 0.03
H -1.527 -1.332 0.371 0.19
```

***

Which of them is most stable? Easy: i).

***

i) An isolated molecule of C3H6N2, computed with the ωB97M-V functional and the def2-TZVPD basis.

As for the SMILES: C=C/C=N\N. As for the HOMO-LUMO gap: 0.3328 Ha. The value obtained for the HOMO energy is -8.8 eV.

```
11
Properties=species:S:1:pos:R:3:lowdin_charge:R:1
C 1.176 -0.584 0.048 -0.17
C 0.165 -0.259 1.085 -0.19
C -1.257 -0.214 0.975 -0.02
H 0.180 0.770 -2.636 0.04
H -0.550 0.979 -1.248 0.09
H 2.210 -0.538 0.535 0.10
H 0.544 0.010 2.132 0.10
H -1.819 -0.094 1.980 0.07
H -1.878 -0.460 0.091 0.04
N 0.032 0.333 -1.800 0.00
N 1.198 0.057 -1.162 -0.06
```

***

ii) An isolated molecule of C3H6N2, computed with the ωB97M-V functional and the def2-TZVPD basis.

As for the SMILES: C=C/C=N\N. As for the HOMO-LUMO gap: 0.3568 Ha. The value obtained for the HOMO energy is -8.7 eV.

```
11
Properties=species:S:1:pos:R:3:lowdin_charge:R:1
C 0.031 -1.144 -0.032 -0.26
C -1.217 -0.435 0.173 -0.13
C -1.060 0.870 -0.162 0.01
H 2.729 0.238 0.225 0.09
H 1.196 1.252 0.604 0.14
H -0.282 -2.048 -0.346 0.06
H -2.269 -0.977 0.276 0.14
H -1.993 1.281 -0.115 0.02
H -0.093 1.248 -0.503 0.04
N 1.754 0.468 0.009 -0.03
N 1.204 -0.753 -0.130 -0.08
```

***

iii) An isolated molecule of C3H6N2, computed with the ωB97M-V functional and the def2-TZVPD basis.

As for the SMILES: C1=NCNC1. As for the HOMO-LUMO gap: 0.3926 Ha. The value obtained for the HOMO energy is -9.6 eV.

```
11
Properties=species:S:1:pos:R:3:lowdin_charge:R:1
C -0.219 -0.271 -0.974 -0.32
C -0.077 0.639 0.987 -0.22
C 0.140 -1.216 -0.052 -0.28
H -1.312 -0.122 -0.609 0.15
H 0.069 -0.258 -2.097 0.16
H 1.288 1.174 -0.495 0.15
H 0.405 1.632 1.572 0.16
H -1.156 0.548 1.173 0.10
H 0.227 -2.355 -0.066 0.14
N 0.183 0.993 -0.500 -0.09
N 0.451 -0.763 1.062 0.05
```

***

iv) An isolated molecule of C3H6N2, computed with the ωB97M-V functional and the def2-TZVPD basis.

As for the HOMO-LUMO gap: 0.3988 Ha. The value obtained for the HOMO energy is -10.0 eV.

```
11
Properties=species:S:1:pos:R:3:lowdin_charge:R:1
C -1.015 -0.776 0.538 -0.12
N 0.421 -0.611 0.369 -0.12
C 0.892 0.215 -0.637 -0.22
C -0.259 2.071 -0.623 -0.05
N 0.875 1.893 -0.289 -0.05
H -1.527 0.175 0.746 0.06
H -1.203 -1.476 1.358 0.08
H -1.450 -1.206 -0.371 0.08
H 0.917 -0.489 1.241 0.12
H 1.965 0.190 -0.748 0.10
H 0.384 0.013 -1.584 0.10
```

***

Which of them is most stable? Easy: iv).

***

i) A cluster of 5 separate species, C20H25N5 in total, computed with the ωB97M-V functional and the def2-TZVPD basis.

As for the SMILES: c1cc[nH]c1.c1cc[nH]c1.c1cc[nH]c1.c1cc[nH]c1.c1cc[nH]c1. As for the HOMO-LUMO gap: 0.3180 Ha. The value obtained for the HOMO energy is -7.9 eV.

```
50
Properties=species:S:1:pos:R:3:lowdin_charge:R:1
N -1.254 0.852 0.406 0.02
C -2.291 -0.066 0.415 -0.11
C -1.815 -1.168 -0.258 -0.13
C -0.493 -0.928 -0.692 -0.10
C -0.180 0.331 -0.216 -0.15
H -1.333 1.767 0.819 0.11
H -3.266 0.225 0.756 0.10
H -2.376 -2.055 -0.513 0.08
H 0.138 -1.558 -1.292 0.08
H 0.737 0.880 -0.363 0.08
N 3.975 1.589 -2.359 0.02
C 4.549 2.159 -3.457 -0.14
C 3.965 3.393 -3.654 -0.12
C 3.001 3.567 -2.620 -0.11
C 3.064 2.451 -1.823 -0.14
H 4.173 0.646 -2.067 0.09
H 5.207 1.563 -4.068 0.10
H 4.081 3.948 -4.570 0.09
H 2.348 4.410 -2.477 0.08
H 2.515 2.122 -0.957 0.08
N -2.904 4.285 1.657 0.01
C -1.707 3.889 2.219 -0.15
C -1.994 2.800 2.976 -0.15
C -3.365 2.446 2.861 -0.10
C -3.890 3.399 2.011 -0.13
H -3.038 5.138 1.148 0.14
H -0.806 4.446 2.031 0.11
H -1.234 2.216 3.480 0.10
H -3.873 1.650 3.372 0.09
H -4.872 3.662 1.646 0.11
N 4.839 -1.099 -0.862 -0.01
C 5.662 -0.314 -0.116 -0.15
C 4.915 0.338 0.850 -0.09
C 3.588 -0.127 0.692 -0.12
C 3.548 -0.949 -0.407 -0.15
H 5.130 -1.667 -1.634 0.15
H 6.731 -0.447 -0.198 0.11
H 5.289 0.939 1.659 0.09
H 2.765 0.155 1.328 0.09
H 2.730 -1.452 -0.894 0.10
N -4.418 -6.155 -0.266 0.00
C -5.228 -5.835 0.798 -0.16
C -4.675 -4.789 1.477 -0.11
C -3.390 -4.558 0.918 -0.11
C -3.270 -5.399 -0.165 -0.14
H -4.651 -6.850 -0.945 0.14
H -6.225 -6.238 0.876 0.10
H -5.209 -4.305 2.278 0.09
H -2.654 -3.807 1.153 0.08
H -2.541 -5.501 -0.952 0.10
```

***

ii) A cluster of 5 separate species, C20H25N5 in total, computed with the ωB97M-V functional and the def2-TZVPD basis.

As for the SMILES: c1cc[nH]c1.c1cc[nH]c1.c1cc[nH]c1.c1cc[nH]c1.c1cc[nH]c1. As for the HOMO-LUMO gap: 0.3120 Ha. The value obtained for the HOMO energy is -7.9 eV.

```
50
Properties=species:S:1:pos:R:3:lowdin_charge:R:1
N -3.463 9.220 2.165 0.00
C -2.894 8.186 1.597 -0.19
C -3.227 8.130 0.253 -0.09
C -4.116 9.248 0.037 -0.11
C -4.244 9.847 1.232 -0.16
H -3.382 9.556 3.113 0.16
H -2.166 7.671 2.206 0.11
H -2.795 7.488 -0.500 0.08
H -4.528 9.525 -0.922 0.09
H -4.815 10.682 1.609 0.11
N 5.546 5.646 -2.593 0.01
C 4.813 6.814 -2.378 -0.15
C 5.613 7.939 -2.340 -0.10
C 6.872 7.373 -2.575 -0.16
C 6.838 6.035 -2.894 -0.12
H 5.071 4.754 -2.575 0.14
H 3.777 6.844 -2.075 0.10
H 5.472 8.995 -2.163 0.10
H 7.745 8.004 -2.500 0.09
H 7.642 5.337 -3.081 0.10
N 4.236 -8.947 -0.329 -0.03
C 3.443 -8.256 0.553 -0.14
C 2.895 -9.172 1.433 -0.14
C 3.429 -10.428 1.155 -0.07
C 4.181 -10.224 -0.105 -0.14
H 4.697 -8.644 -1.175 0.16
H 3.319 -7.213 0.300 0.10
H 2.142 -8.894 2.156 0.09
H 3.170 -11.310 1.722 0.08
H 4.844 -10.803 -0.731 0.10
N -6.614 -6.022 -0.375 0.00
C -5.332 -6.360 -0.582 -0.17
C -4.904 -7.356 0.311 -0.09
C -5.963 -7.415 1.266 -0.10
C -7.011 -6.718 0.698 -0.18
H -7.251 -5.489 -0.951 0.16
H -4.750 -6.017 -1.425 0.10
H -3.901 -7.757 0.339 0.09
H -6.049 -7.925 2.214 0.09
H -8.042 -6.500 0.936 0.11
N -0.583 1.094 -0.078 -0.01
C -0.713 -0.270 0.005 -0.12
C 0.116 -0.728 1.119 -0.09
C 0.800 0.423 1.507 -0.18
C 0.319 1.561 0.924 -0.11
H -1.142 1.556 -0.781 0.14
H -1.385 -0.765 -0.680 0.10
H 0.247 -1.742 1.466 0.08
H 1.471 0.437 2.353 0.09
H 0.570 2.588 1.143 0.10
```

***

Which of them is most stable? Easy: i).